No. 1
Density functional theory data (ωB97M-V/def2-TZVPD) for a cluster of 25 separate species, C40H130N26O25 in total.

Summary:
Energy in eV: -133533.1581
Kohn-Sham gap in eV: 9.27

The geometry in ORCA input format:
```
! RIJCOSX wB97M-V def2-TZVPD def2/J DEFGRID3
* xyz 0 1
C -3.94710 -1.48935 4.83715
C -4.21939 -1.84596 3.40290
C -4.63171 -0.64242 2.58783
O -3.04833 -2.36085 2.78395
H -4.84412 -1.03185 5.28248
H -3.08707 -0.82957 4.85239
H -3.78339 -2.45234 5.39634
H -5.04779 -2.53177 3.37109
H -4.81385 -1.00930 1.61195
H -3.81688 0.10075 2.57528
H -5.50648 -0.13920 2.97292
H -3.03510 -3.28497 3.12757
C 1.52468 0.74358 -0.03120
C 0.23169 1.23533 0.59398
C -0.79631 0.17470 0.78338
O 0.57911 1.88696 1.79388
H 1.91947 -0.20286 0.50485
H 2.24836 1.56157 -0.07574
H 1.33137 0.42123 -1.05238
H -0.21937 1.99748 -0.09618
H -1.63293 0.67972 1.30353
H -0.45148 -0.58318 1.44536
H -0.93144 -0.26375 -0.16034
H -0.28933 2.02145 2.26792
C -7.02350 2.60742 0.50729
C -7.39437 1.10743 0.60547
C -7.99984 0.69439 1.97278
O -8.24564 0.73078 -0.46219
H -7.92952 3.25723 0.46620
H -6.38541 2.84630 -0.32135
H -6.48252 2.93347 1.40568
H -6.50176 0.48993 0.57436
H -7.33550 1.08948 2.81777
H -7.95537 -0.37028 2.12522
H -9.04155 0.92016 2.21304
H -8.06342 -0.17033 -0.77928
C -1.66763 2.49529 4.08500
O -1.84683 2.51321 2.83573
N -2.02089 3.57413 4.84793
N -1.22013 1.36402 4.73135
H -2.51054 4.31787 4.40911
H -1.64733 3.68712 5.75314
H -0.84230 0.54654 4.30870
H -1.12500 1.34237 5.77160
C -3.20627 1.77320 -5.74907
O -3.07576 2.89941 -5.27086
N -4.25064 1.45763 -6.52403
N -2.27797 0.80847 -5.72127
H -4.35537 0.59684 -6.95734
H -4.88193 2.22241 -6.70284
H -1.63222 0.85623 -4.90933
H -2.68960 -0.09995 -5.85982
C 0.09484 0.38324 -3.01281
O -0.97663 0.91757 -2.73340
N 0.24585 -0.89857 -2.83455
N 1.09491 1.15011 -3.41466
H 1.14936 -1.29959 -3.07638
H -0.49562 -1.57152 -2.71305
H 1.86170 0.72035 -3.83238
H 0.87540 2.13749 -3.53667
C -3.75807 5.74805 2.47086
O -2.88217 5.93648 3.34895
N -4.47043 6.68069 1.79157
N -4.24696 4.42455 2.22863
H -4.96100 6.41755 0.94874
H -4.34763 7.66197 1.78884
H -3.51447 3.73581 2.32565
H -4.80306 4.33049 1.40089
C 1.11303 -3.41553 -4.53564
O 1.65429 -3.52007 -3.42893
N -0.02169 -4.17076 -4.73595
N 1.59458 -2.64369 -5.56071
H -0.50237 -4.28831 -3.81864
H -0.65966 -3.91273 -5.55002
H 2.34757 -1.99162 -5.28266
H 0.95303 -2.26511 -6.20637
C 6.90172 1.73008 -1.66810
O 6.92452 2.94236 -1.85601
N 5.88481 1.09940 -0.98318
N 7.92013 0.88431 -2.06488
H 5.36445 1.82091 -0.47862
H 6.22502 0.42790 -0.34522
H 8.57836 1.31166 -2.70568
H 7.77158 -0.14866 -2.09521
C 1.05565 2.22310 6.33078
O 0.16017 2.74799 6.98901
N 1.32645 0.84129 6.50610
N 1.71916 2.83598 5.27579
H 1.07132 0.43145 7.39093
H 2.19071 0.52382 6.06860
H 1.47916 3.78691 5.15895
H 2.20502 2.33139 4.55046
C 0.33396 4.56644 -2.70957
O 1.20379 5.30517 -2.29587
N -0.56876 3.97276 -1.89036
N 0.34706 4.00905 -3.97936
H -1.00798 3.13329 -2.19628
H -0.65479 4.17333 -0.89472
H -0.41286 3.60523 -4.49720
H 0.91066 4.54889 -4.61652
C 4.32573 -1.10600 -3.94149
O 3.28360 -0.78920 -4.45095
N 4.36136 -2.09582 -2.94265
N 5.58842 -0.59159 -4.26910
H 3.60031 -2.76234 -2.72624
H 5.29945 -2.39609 -2.61868
H 5.64465 0.38971 -4.57906
H 6.24353 -0.94127 -3.55073
C -3.09565 -2.38196 -4.86035
O -3.28603 -1.82964 -5.97622
N -2.86148 -3.79117 -4.80953
N -3.19316 -1.73267 -3.69447
H -3.29550 -4.18848 -5.62854
H -3.31019 -4.24591 -3.99887
H -3.33296 -0.71973 -3.74452
H -2.95634 -2.10370 -2.75923
C -3.05815 -6.33448 2.57971
O -3.01895 -5.39422 3.34646
N -3.48160 -7.51241 3.08973
N -2.58117 -6.28624 1.29190
H -3.56235 -8.25057 2.43614
H -3.85721 -7.48188 4.02962
H -2.57351 -5.31325 0.94613
H -3.01678 -6.84733 0.57667
C 0.23767 -3.03627 3.61979
O 0.36765 -2.83566 2.42635
N 0.45135 -2.05779 4.62513
N -0.21497 -4.20282 4.21460
H 1.07656 -1.29061 4.36835
H 0.57980 -2.31681 5.59671
H -0.68452 -4.83590 3.64806
H -0.65482 -4.03120 5.14662
C -1.35670 -3.29821 -0.88866
O -1.82156 -3.40174 -2.03324
N -0.11615 -3.53379 -0.38813
N -2.17594 -2.84357 0.11143
H 0.06026 -3.49667 0.57831
H 0.59740 -3.96938 -0.95064
H -1.85515 -2.40914 0.94893
H -3.06950 -2.41338 -0.19190
C -5.53897 -3.78059 -1.17845
C -5.68845 -2.23759 -1.17058
O -4.51166 -1.62987 -0.73350
H -6.40659 -4.29972 -1.62933
H -5.24402 -4.15135 -0.19784
H -4.72091 -3.99568 -1.83667
H -6.44233 -2.03718 -0.38297
H -6.05541 -1.86468 -2.13891
H -4.42609 -0.78208 -1.19716
C 3.66650 -3.04588 2.09140
C 4.05972 -3.33796 0.60722
O 4.69667 -2.19014 -0.05134
H 3.15617 -4.00485 2.42489
H 2.82917 -2.35794 2.09978
H 4.44435 -2.67692 2.74559
H 3.15187 -3.70043 0.08222
H 4.83969 -4.07703 0.51221
H 4.03667 -1.75467 -0.62875
C 3.76813 6.32483 4.07179
C 3.30607 5.30335 3.02854
O 3.47503 5.98219 1.81843
H 3.66310 5.92329 5.02798
H 3.24432 7.28546 4.06044
H 4.81072 6.54849 3.89944
H 2.23487 5.03512 3.27202
H 3.82887 4.36307 3.23132
H 3.27863 5.37137 1.03582
C 8.03515 -4.07961 -3.38157
C 7.26868 -3.70451 -2.12123
O 7.13409 -2.28332 -1.99495
H 8.95344 -3.47750 -3.27326
H 7.35258 -3.83932 -4.17361
H 8.30868 -5.10829 -3.42941
H 7.75016 -4.04656 -1.22112
H 6.26587 -4.16448 -2.10059
H 6.48894 -2.17959 -1.26947
C 3.87094 3.43657 -2.79455
C 4.16608 4.48169 -1.71728
O 3.22721 4.46149 -0.70361
H 4.42528 3.69704 -3.72210
H 2.78516 3.30664 -3.03116
H 4.22298 2.47437 -2.44814
H 4.31003 5.47427 -2.10754
H 5.11758 4.28986 -1.16305
H 2.36103 4.71262 -1.07234
C 5.16972 0.99712 3.44584
C 4.21541 0.74235 2.31157
O 2.96766 0.39260 2.87963
H 5.51079 0.07093 3.88522
H 4.71068 1.67519 4.12042
H 6.13774 1.37318 3.03968
H 4.50998 -0.16939 1.73516
H 4.17044 1.65084 1.69222
H 2.26078 0.48561 2.26179
C 3.16904 -7.87973 -1.61406
C 2.09135 -6.82543 -1.90408
O 2.74241 -5.60713 -1.86642
H 3.88549 -7.50339 -0.86562
H 3.74506 -8.08030 -2.59459
H 2.78646 -8.87226 -1.31818
H 1.30857 -6.79108 -1.12480
H 1.59124 -6.93953 -2.87220
H 2.36113 -4.94792 -2.51708
C -3.31176 2.46798 -0.35450
C -3.91731 2.06767 -1.65172
O -3.67066 0.70369 -2.00034
H -3.63967 1.90472 0.54371
H -3.55170 3.53141 -0.22597
H -2.25583 2.44258 -0.36049
H -3.50342 2.80072 -2.38812
H -5.00553 2.17784 -1.67859
H -2.74507 0.66605 -2.27865
C 0.19507 6.46645 2.05224
C 0.41153 5.17667 1.27928
O -0.80681 4.66450 0.78126
H 1.12526 6.94313 2.29894
H -0.33330 6.20954 2.98389
H -0.37450 7.17285 1.46910
H 0.87353 4.41161 1.90815
H 1.05824 5.39144 0.44009
H -1.06734 4.02768 1.49421
*
```

---

No. 2
Density functional theory data (ωB97M-V/def2-TZVPD) for a structure of composition C44H31BrN11PSr.

Summary:
ΔE to the lowest compared entry with this formula, charge and spin in kJ/mol: 332.71
Energy in eV: -142689.3254
Kohn-Sham gap in eV: 6.57

The geometry in ORCA input format:
```
! RIJCOSX wB97M-V def2-TZVPD def2/J DEFGRID3
* xyz 0 1
Sr -0.78536 -0.01875 0.49628
C 1.08411 -3.16527 4.12092
C 2.45344 -2.97345 3.96653
C 2.90871 -2.01128 3.09031
C 1.97451 -1.24916 2.38365
N 0.65372 -1.45310 2.51299
C 0.22868 -2.38597 3.36879
N 2.36967 -0.20239 1.56108
C 1.39265 0.75529 1.27030
N 1.37358 0.82676 -0.11442
C 0.49015 1.82474 -0.49839
N 0.07145 2.07510 -1.76109
C -1.24474 2.01952 -1.96997
C -1.80915 2.66516 -3.10842
C -3.16217 2.67781 -3.28240
C -3.99278 2.02404 -2.35372
C -3.39213 1.35687 -1.31908
N -2.06090 1.31267 -1.12300
C -0.01512 2.38296 0.69255
C -0.93485 3.43581 0.91192
C -1.28042 3.75306 2.19060
C -0.73301 3.04543 3.30559
C 0.16767 2.03821 3.14700
C 0.55330 1.68311 1.82362
H 0.69466 -3.90072 4.81023
H 3.15818 -3.55461 4.54692
H 3.96269 -1.80646 2.96676
H -0.84685 -2.50892 3.42898
H -1.12921 3.15658 -3.79088
H -3.60134 3.18965 -4.13032
H -5.06867 2.03917 -2.45258
H -3.98553 0.80064 -0.59969
H -1.33825 3.98182 0.06835
H -1.96931 4.56472 2.38173
H -1.03308 3.33956 4.30322
H 0.60075 1.52492 3.99641
N 4.06103 -1.50767 0.11516
P 2.92079 -0.13446 -0.19438
C 3.15468 -0.11220 -2.03136
C 3.74757 -1.13210 -2.77119
C 4.11796 -0.92200 -4.08872
C 3.87735 0.30223 -4.69664
C 3.26086 1.31266 -3.98071
C 2.92164 1.11101 -2.65167
C 4.17601 1.18216 0.15115
C 5.39092 1.08249 -0.53029
C 6.42512 1.97213 -0.28804
C 6.25692 2.99062 0.63819
C 5.05588 3.10278 1.31921
C 4.02357 2.20648 1.07932
C 3.21992 -2.54578 -0.02532
C 3.37775 -3.92522 0.14575
C 2.27682 -4.71902 -0.09338
C 1.06904 -4.15410 -0.51732
C 0.98732 -2.78958 -0.66898
N 2.04009 -2.01019 -0.39684
H 5.00030 -1.57129 0.46197
H 3.95869 -2.09244 -2.31802
H 4.59974 -1.71464 -4.64633
H 4.15986 0.46276 -5.72834
H 3.05716 2.27030 -4.44256
H 2.49148 1.93203 -2.09980
H 5.52338 0.30267 -1.27032
H 7.36017 1.86741 -0.82337
H 7.05352 3.70066 0.82024
H 4.92026 3.88928 2.05073
H 3.09799 2.32324 1.62666
H 4.33052 -4.33089 0.45552
H 2.35073 -5.79065 0.03713
H 0.20873 -4.77071 -0.73266
H 0.08961 -2.31975 -1.05865
Br 1.04560 -2.17009 -6.81920
C -0.08740 -1.47181 -5.47455
C -1.23475 -0.79583 -5.84994
C -2.13843 -0.46225 -4.86024
C -1.86614 -0.83505 -3.55530
N -0.73047 -1.42708 -3.18271
C 0.15931 -1.72033 -4.13098
H -1.42766 -0.57895 -6.89150
H -3.06150 0.04527 -5.10225
H -2.59246 -0.67815 -2.76830
H 1.06304 -2.23210 -3.82113
N -2.43979 -1.61721 0.48898
C -3.29466 -2.39766 0.33541
C -4.29022 -3.30993 0.11513
C -4.78862 -4.12581 1.15928
N -5.19555 -4.79101 2.00926
C -4.82594 -3.43583 -1.19233
N -5.25367 -3.53363 -2.25930
*
```

---

No. 3
Density functional theory data (ωB97M-V/def2-TZVPD) for a structure of composition C2HBr2Cl3S.

Summary:
ΔE to the lowest compared entry with this formula, charge and spin in kJ/mol: 223.18
Energy in eV: -190574.5894
Kohn-Sham gap (alpha / beta) in eV: 6.81 / 6.81

The geometry in ORCA input format:
```
! RIJCOSX wB97M-V def2-TZVPD def2/J DEFGRID3
* xyz 0 1
C -0.16521 0.45715 0.49331
C -1.16534 -0.46430 -0.16264
S 2.35787 -0.59091 0.39980
Cl -2.64105 0.40703 -0.58732
Cl -0.46942 -1.00924 -1.65881
Cl 3.31061 0.85795 -0.50854
Br 0.23779 2.04388 -0.30057
Br -1.28736 -2.23798 0.78477
H -0.17788 0.53641 1.54001
*
```

---

No. 4
Density functional theory data (ωB97M-V/def2-TZVPD) for a structure of composition C37H40NOP3Pt.

Summary:
Energy in eV: -73651.6266
Kohn-Sham gap (alpha / beta) in eV: 5.46 / 3.38

The geometry in ORCA input format:
```
! RIJCOSX wB97M-V def2-TZVPD def2/J DEFGRID3
* xyz 2 5
C -1.70801 2.72374 -4.68237
C -1.40941 1.54631 -4.00109
C -0.03459 1.08435 -4.05607
C 1.00451 2.05434 -4.05150
C 0.63124 3.32862 -4.47868
C -0.65235 3.59683 -4.95939
C 2.33549 1.64020 -3.87280
C 2.58929 0.25829 -3.88258
C 1.49614 -0.64898 -3.90393
C 1.75378 -2.04865 -3.65825
C 2.98860 -2.54980 -4.08201
C 4.02570 -1.64692 -4.29503
C 3.85674 -0.29358 -4.00712
H -2.72732 3.05491 -4.85127
H 1.46038 4.02761 -4.55027
H -0.82346 4.57355 -5.38245
H 2.99606 2.31363 -3.30126
H 3.18062 -3.62042 -4.11628
H 5.02327 -1.98065 -4.53450
H 4.67164 0.42725 -4.02905
N 0.29932 -0.17616 -4.22249
Pt 0.20347 0.07583 -0.43153
C -2.41082 0.71482 -3.25948
H -2.47574 -0.30311 -3.66672
H -3.36697 1.25729 -3.28281
C 0.66642 -2.87505 -3.02280
H -0.25009 -2.85158 -3.64710
H 1.07629 -3.89141 -2.89327
P -1.95268 0.54260 -1.40486
P 0.19138 -2.21626 -1.28527
C 1.47651 -2.99327 -0.26173
H 1.23525 -2.76508 0.78271
H 1.52934 -4.07951 -0.42882
H 2.43491 -2.52406 -0.52004
C -1.29780 -3.23320 -0.98622
H -0.99730 -4.28874 -0.89327
H -1.76872 -2.88744 -0.05963
H -2.01019 -3.12383 -1.81769
C -2.23926 2.22152 -0.76445
H -3.25134 2.57374 -1.00559
H -2.09797 2.17564 0.32502
H -1.49367 2.90021 -1.19858
C -3.33651 -0.41514 -0.72605
H -3.16011 -0.53040 0.34978
H -4.27534 0.13506 -0.89538
H -3.39812 -1.41125 -1.18386
H 1.03111 0.86850 -1.51258
H 1.78181 -0.23172 -0.07214
O -0.68710 -0.68129 1.21607
P -0.23896 -0.04025 2.55819
C 1.35092 0.78269 2.47778
C 2.43461 0.32054 3.24178
C 3.64558 1.01785 3.23255
C 3.80453 2.15096 2.42437
C 2.74139 2.59200 1.62734
C 1.51699 1.91971 1.65958
C -1.48239 1.10163 3.14569
C -2.81385 0.65078 3.19933
C -3.82946 1.48033 3.67348
C -3.51877 2.77666 4.11417
C -2.19440 3.24260 4.06582
C -1.18143 2.40168 3.58504
C -0.18138 -1.45841 3.65300
C -0.54326 -2.72735 3.16759
C -0.61671 -3.81341 4.03605
C -0.33981 -3.64230 5.39817
C 0.00897 -2.37487 5.89113
C 0.08429 -1.28227 5.02707
H 2.32112 -0.57247 3.85387
H 4.47207 0.66913 3.85399
H 4.76507 2.67738 2.39632
H 2.87438 3.45567 0.97387
H 0.69719 2.27715 1.02801
H -3.05151 -0.35578 2.86986
H -4.86938 1.13541 3.68253
H -4.31489 3.44629 4.45700
H -1.95902 4.26990 4.37577
H -0.16193 2.78275 3.55845
H -0.79099 -2.87147 2.11573
H -0.89587 -4.79519 3.65397
H -0.39617 -4.49721 6.07847
H 0.21792 -2.24878 6.95648
H 0.33077 -0.29871 5.43227
*
```

---

No. 5
Density functional theory data (ωB97M-V/def2-TZVPD) for a cluster of 2 separate species, C11H27BBrN4O8P2S in total.

Summary:
ΔE to the lowest compared entry with this formula, charge and spin in kJ/mol: 0.00
Energy in eV: -134314.4484
Kohn-Sham gap in eV: 9.13

The geometry in ORCA input format:
```
! RIJCOSX wB97M-V def2-TZVPD def2/J DEFGRID3
* xyz 1 1
C 1.26605 5.24694 2.29184
C 1.38437 4.01555 1.40180
O 1.03561 2.83184 2.16269
B 1.61677 1.61574 1.97432
O 2.93269 1.35060 2.29357
C 0.70995 0.38855 1.44826
N 0.79837 -0.59642 2.51592
N -0.74561 0.84637 1.49833
C -1.55553 -0.11012 0.65513
P -3.05469 0.81988 -0.01583
O -2.14737 2.20276 -0.26183
Br -3.33252 0.00217 -2.04220
C -0.50357 -0.84100 -0.19325
C 0.82760 -0.07900 -0.01913
C 1.09242 1.16632 -0.89554
C 0.90835 1.04749 -2.40411
C 2.03055 1.58937 -3.24832
N -0.15554 0.52896 -2.84178
P 2.19484 -1.29745 -0.56223
N 3.64662 -0.67493 0.05643
O 1.97167 -2.54287 0.48275
H 0.74041 6.05088 1.77691
H 2.24318 5.63130 2.58029
H 0.71406 4.99416 3.19588
H 0.70327 4.07639 0.55077
H 2.40282 3.90033 1.02397
H 3.15087 1.44483 3.23236
H 0.20223 -1.40630 2.38120
H 1.74714 -0.91193 2.65535
H -1.03935 0.84212 2.47597
H -0.83672 1.79344 1.11771
H -2.03517 -0.81047 1.33675
H -2.65417 2.91385 -0.68482
H -0.81229 -1.03046 -1.21826
H -0.35994 -1.82381 0.26677
H 0.48253 2.01574 -0.56498
H 2.14041 1.44823 -0.73388
H 2.77866 0.80657 -3.40324
H 1.66134 1.89961 -4.22610
H 2.51469 2.44775 -2.78009
H -0.17137 0.53021 -3.86295
H 3.68719 -0.45202 1.04632
H 4.04034 0.10076 -0.46026
H 2.63413 -2.62022 1.18052
C -2.38856 -5.09945 -1.60589
C -3.77413 -4.60550 -1.97841
O -4.39581 -4.36887 -0.69861
S -3.32762 -3.86025 0.34586
O -3.34339 -2.43445 0.41905
O -3.43915 -4.61494 1.53713
O -2.03226 -4.27165 -0.47817
H -2.39306 -6.14207 -1.28906
H -1.65071 -4.94692 -2.38776
H -4.36874 -5.33973 -2.51266
H -3.74186 -3.66788 -2.53446
*
```

---

No. 6
Density functional theory data (ωB97M-V/def2-TZVPD) for the ion C6H12NO with charge +1.

Summary:
ΔE to the lowest compared entry with this formula, charge and spin in kJ/mol: 94.62
Energy in eV: -9946.1242
Kohn-Sham gap in eV: 9.07
SMILES string: C=C(C)C[C@@H]([NH3+])C=O

The geometry in ORCA input format:
```
! RIJCOSX wB97M-V def2-TZVPD def2/J DEFGRID3
* xyz 1 1
O 0.01378 -3.19642 0.16621
C -0.04346 -2.04582 0.50759
C -0.03269 -0.90927 -0.50656
C 0.72263 0.34415 -0.18415
C -0.04946 1.40533 0.61194
C 0.66505 2.34742 1.21800
C -1.49997 1.24807 0.82611
N 0.54470 -1.60576 -1.83193
H -0.21840 -1.84915 1.58113
H -1.06230 -0.64919 -0.79488
H 0.89046 0.80508 -1.16668
H 1.69138 0.16742 0.26067
H 0.25998 3.06855 1.89971
H 1.73613 2.42229 1.10509
H -1.81534 1.85916 1.67881
H -1.90455 0.26021 0.89885
H -2.03863 1.76762 -0.01097
H 0.04755 -2.47988 -2.04265
H 1.47100 -1.93496 -1.55482
H 0.62213 -1.02485 -2.66147
*
```